No. 1
{
  "formula": "C8H16Br4N",
  "method": "wB97M-V/def2-TZVPD",
  "species": ["C", "C", "C", "C", "N", "H", "H", "H", "H", "H", "H", "H", "H", "Br", "C", "C", "Br", "H", "H", "H", "H", "Br", "C", "C", "Br", "H", "H", "H", "H"],
  "coordinates": [[3.65, 0.51, 2.17], [2.65, -0.13, 1.08], [1.47, 0.88, 0.87], [0.21, 0.93, 1.81], [1.58, 1.74, -0.11], [4.03, 1.45, 1.65], [3.00, 0.79, 3.06], [2.33, -1.14, 1.45], [3.19, -0.26, 0.10], [-0.40, 1.79, 1.40], [-0.37, -0.02, 1.79], [0.55, 1.25, 2.83], [2.47, 1.58, -0.59], [-1.58, -2.13, -0.62], [0.37, -2.14, -0.57], [0.94, -3.20, -1.46], [0.76, -4.98, -0.67], [0.66, -2.25, 0.47], [0.67, -1.15, -0.91], [2.02, -3.06, -1.59], [0.47, -3.25, -2.44], [-1.52, 2.17, -0.55], [-3.46, 2.19, -0.74], [-3.96, 0.99, -1.51], [-3.62, 1.18, -3.42], [-3.73, 3.13, -1.20], [-3.85, 2.17, 0.28], [-5.04, 0.89, -1.42], [-3.49, 0.06, -1.19]],
  "charge": -1,
  "de_lowest_kcal_mol": 16.2,
  "multiplicity": 1
}

No. 2
{
  "formula": "C5H10Si",
  "method": "wB97M-V/def2-TZVPD",
  "species": ["C", "C", "C", "C", "Si", "C", "H", "H", "H", "H", "H", "H", "H", "H", "H", "H"],
  "coordinates": [[-2.79, -0.89, -0.28], [-1.94, -0.32, 0.51], [-1.14, 0.88, 0.13], [0.35, 1.01, -0.10], [1.34, -0.45, 0.02], [3.23, -0.29, 0.01], [-3.42, -1.67, 0.20], [-2.79, -0.59, -1.24], [-1.79, -0.47, 1.52], [-1.71, 1.32, -0.85], [-1.48, 1.70, 0.78], [0.79, 2.06, -0.25], [0.61, -1.65, -0.33], [3.51, 0.70, -0.27], [3.58, -0.38, 0.92], [3.64, -0.94, -0.78]],
  "de_lowest_kcal_mol": 66.4,
  "smiles": "C=CC/C=[SiH]/C",
  "multiplicity": 1
}

No. 3
{
  "formula": "C36H53N9O16S3",
  "method": "wB97M-V/def2-TZVPD",
  "species": ["C", "N", "O", "O", "H", "H", "H", "C", "N", "O", "O", "H", "H", "H", "O", "S", "O", "O", "C", "C", "O", "H", "H", "H", "H", "O", "S", "O", "O", "C", "C", "O", "H", "H", "H", "H", "O", "S", "O", "O", "C", "C", "O", "H", "H", "H", "H", "C", "C", "C", "N", "C", "H", "H", "H", "H", "H", "C", "C", "C", "N", "C", "H", "H", "H", "H", "H", "C", "C", "C", "N", "C", "H", "H", "H", "H", "H", "C", "C", "C", "N", "C", "H", "H", "H", "H", "H", "C", "C", "C", "N", "C", "H", "H", "H", "H", "H", "C", "C", "C", "N", "C", "H", "H", "H", "H", "H", "C", "C", "C", "N", "C", "H", "H", "H", "H", "H"],
  "coordinates": [[0.77, -3.79, -2.13], [1.92, -4.67, -1.78], [2.73, -4.23, -1.01], [1.93, -5.79, -2.23], [0.09, -3.75, -1.27], [0.16, -4.24, -2.91], [1.07, -2.79, -2.44], [-4.69, -3.16, -3.11], [-3.33, -3.25, -2.47], [-3.22, -3.87, -1.43], [-2.40, -2.86, -3.15], [-5.47, -2.94, -2.39], [-4.91, -4.19, -3.40], [-4.54, -2.62, -4.03], [3.32, 1.85, -3.64], [3.34, 1.23, -2.35], [2.64, 1.92, -1.29], [2.89, -0.35, -2.48], [3.87, -1.29, -2.04], [5.15, -0.51, -2.29], [4.86, 0.81, -1.88], [3.70, -1.45, -0.97], [3.82, -2.19, -2.64], [5.27, -0.42, -3.38], [5.97, -0.87, -1.67], [-1.02, -0.98, -1.67], [-0.88, -0.04, -0.58], [-1.58, 1.20, -0.53], [-0.94, -0.96, 0.77], [0.32, -1.06, 1.42], [1.34, -0.69, 0.36], [0.69, 0.32, -0.41], [0.37, -0.46, 2.33], [0.46, -2.09, 1.77], [1.56, -1.51, -0.34], [2.27, -0.36, 0.82], [-5.48, 3.55, -3.05], [-4.50, 4.21, -3.89], [-4.62, 5.60, -4.21], [-3.01, 4.06, -3.22], [-2.42, 2.79, -3.50], [-2.94, 2.47, -4.91], [-4.09, 3.30, -5.12], [-1.35, 3.00, -3.48], [-2.64, 2.00, -2.78], [-3.28, 1.45, -5.02], [-2.13, 2.72, -5.59], [5.63, 0.94, 2.99], [4.48, 0.70, 3.77], [3.42, 0.98, 2.93], [3.91, 1.33, 1.69], [5.27, 1.36, 1.74], [6.67, 0.72, 3.21], [4.50, 0.31, 4.77], [2.36, 1.00, 3.15], [3.26, 1.67, 0.99], [5.85, 1.65, 0.88], [-2.25, -0.43, 3.69], [-2.42, 0.11, 4.98], [-2.93, 1.38, 4.77], [-3.10, 1.60, 3.44], [-2.67, 0.49, 2.75], [-1.86, -1.39, 3.39], [-2.10, -0.31, 5.91], [-3.16, 2.04, 5.60], [-3.59, 2.39, 3.08], [-2.85, 0.40, 1.70], [1.52, 4.68, 1.21], [1.50, 3.64, 2.15], [0.45, 2.80, 1.79], [-0.12, 3.36, 0.68], [0.57, 4.45, 0.23], [2.35, 5.37, 1.10], [2.33, 3.45, 2.80], [0.13, 1.84, 2.14], [-0.85, 2.84, 0.20], [0.32, 4.90, -0.71], [1.86, -0.04, 6.31], [0.71, -0.04, 5.46], [0.60, 1.20, 4.93], [1.57, 1.99, 5.47], [2.43, 1.22, 6.21], [2.28, -0.93, 6.75], [0.09, -0.92, 5.36], [-0.13, 1.50, 4.19], [1.82, 2.85, 5.01], [3.43, 1.53, 6.46], [2.52, -3.67, 2.15], [1.41, -3.96, 2.99], [1.35, -3.00, 3.98], [2.35, -2.08, 3.70], [3.11, -2.56, 2.66], [2.86, -4.21, 1.28], [0.77, -4.83, 2.96], [0.76, -2.91, 4.87], [2.55, -1.29, 4.28], [3.98, -1.96, 2.43], [-5.32, -0.86, -0.16], [-4.30, -0.52, -1.06], [-4.82, 0.43, -1.94], [-6.06, 0.73, -1.49], [-6.35, 0.04, -0.35], [-5.26, -1.60, 0.63], [-3.34, -0.98, -1.19], [-4.46, 0.96, -2.81], [-6.75, 1.25, -2.00], [-7.35, 0.09, 0.03], [0.08, -1.04, -6.61], [0.73, 0.06, -6.11], [0.36, 0.13, -4.77], [-0.48, -0.88, -4.48], [-0.60, -1.70, -5.58], [0.15, -1.44, -7.62], [1.41, 0.75, -6.57], [0.60, 0.86, -4.01], [-0.95, -0.98, -3.59], [-1.28, -2.54, -5.56]],
  "e_tot_ev": -116857.61440,
  "smiles": "C[N+](=O)[O-].C[N+](=O)[O-].O=S1(=O)OCCO1.O=S1(=O)OCCO1.O=S1(=O)OCCO1.c1cc[nH]c1.c1cc[nH]c1.c1cc[nH]c1.c1cc[nH]c1.c1cc[nH]c1.c1cc[nH]c1.c1cc[nH]c1",
  "multiplicity": 1
}

No. 4
{
  "formula": "C47H76As4F5NOP2Ti",
  "method": "wB97M-V/def2-TZVPD",
  "species": ["Ti", "C", "C", "C", "P", "C", "C", "C", "C", "C", "C", "C", "C", "C", "N", "C", "C", "C", "C", "C", "C", "P", "C", "C", "C", "C", "C", "C", "H", "H", "H", "H", "H", "H", "H", "H", "H", "H", "H", "H", "H", "H", "H", "H", "H", "H", "H", "H", "H", "H", "H", "H", "H", "H", "H", "H", "H", "H", "H", "H", "H", "H", "H", "H", "C", "As", "C", "C", "C", "C", "C", "As", "C", "C", "C", "As", "C", "C", "H", "H", "H", "H", "H", "H", "H", "H", "H", "H", "H", "H", "H", "H", "H", "H", "H", "H", "H", "H", "H", "H", "H", "H", "H", "H", "H", "C", "As", "C", "C", "C", "C", "C", "C", "C", "C", "H", "H", "H", "H", "H", "H", "H", "H", "H", "H", "H", "H", "H", "O", "C", "F", "C", "F", "C", "F", "F", "F"],
  "coordinates": [[-0.05, 0.13, 0.39], [-3.93, -1.19, -1.69], [-4.35, -1.15, -0.22], [-5.54, -0.20, -0.10], [-2.89, -0.75, 0.87], [-3.48, -1.36, 2.52], [-3.15, -2.86, 2.59], [-4.95, -1.20, 2.90], [-2.98, 1.07, 0.83], [-3.79, 1.79, 1.71], [-4.20, 3.09, 1.45], [-3.85, 3.63, 0.22], [-2.99, 2.98, -0.63], [-2.41, 1.73, -0.30], [-1.35, 1.14, -0.98], [-0.77, 1.83, -2.08], [-0.37, 3.17, -1.93], [0.23, 3.90, -2.93], [0.48, 3.30, -4.15], [0.12, 1.98, -4.32], [-0.49, 1.22, -3.32], [-0.90, -0.54, -3.67], [0.34, -1.01, -4.99], [1.78, -0.68, -4.59], [0.26, -2.52, -5.26], [-2.47, -0.28, -4.68], [-3.09, -1.60, -5.12], [-2.41, 0.68, -5.87], [-4.79, -1.40, -2.33], [-3.15, -1.91, -1.91], [-3.54, -0.20, -1.95], [-4.66, -2.16, 0.09], [-5.28, 0.78, -0.50], [-5.87, -0.05, 0.93], [-6.38, -0.59, -0.67], [-2.85, -0.84, 3.25], [-3.74, -3.41, 1.84], [-3.43, -3.26, 3.57], [-2.10, -3.07, 2.42], [-5.60, -1.73, 2.21], [-5.29, -0.16, 2.94], [-5.11, -1.63, 3.89], [-4.14, 1.30, 2.61], [-4.83, 3.62, 2.15], [-4.25, 4.60, -0.07], [-2.74, 3.45, -1.57], [-0.55, 3.64, -0.97], [0.52, 4.93, -2.74], [0.96, 3.85, -4.96], [0.32, 1.52, -5.28], [0.11, -0.48, -5.92], [2.06, -1.20, -3.67], [1.96, 0.38, -4.42], [2.47, -1.02, -5.37], [0.69, -3.08, -4.44], [0.83, -2.76, -6.16], [-0.76, -2.88, -5.40], [-3.15, 0.16, -3.95], [-2.55, -2.05, -5.95], [-4.12, -1.43, -5.46], [-3.13, -2.33, -4.30], [-1.75, 0.31, -6.66], [-2.08, 1.68, -5.59], [-3.41, 0.77, -6.30], [5.33, -0.78, 1.94], [4.07, -1.78, 0.82], [5.46, -2.79, -0.13], [3.55, -3.06, 2.22], [2.62, -4.24, 1.88], [2.48, -5.04, 3.19], [1.18, -3.86, 1.48], [0.63, -2.59, 0.07], [1.66, -2.99, -1.53], [-0.97, -3.58, -0.46], [3.28, -5.13, 0.82], [2.59, -6.97, 0.56], [4.15, -7.58, -0.45], [1.45, -6.70, -1.02], [6.07, -1.45, 2.37], [4.80, -0.26, 2.74], [5.84, -0.04, 1.31], [6.05, -3.39, 0.56], [6.12, -2.06, -0.60], [5.05, -3.43, -0.90], [3.08, -2.45, 2.99], [4.47, -3.46, 2.66], [2.16, -4.38, 4.00], [3.44, -5.48, 3.48], [1.75, -5.85, 3.10], [0.65, -3.48, 2.36], [0.68, -4.78, 1.20], [2.60, -2.44, -1.55], [1.03, -2.66, -2.35], [1.84, -4.06, -1.63], [-1.45, -3.99, 0.42], [-0.69, -4.39, -1.14], [-1.66, -2.91, -0.97], [4.33, -5.28, 1.10], [3.29, -4.64, -0.16], [4.99, -7.73, 0.22], [4.43, -6.85, -1.22], [3.92, -8.53, -0.94], [0.56, -6.12, -0.76], [1.11, -7.68, -1.37], [1.99, -6.20, -1.82], [-0.48, 4.10, 1.70], [0.87, 2.75, 1.30], [1.84, 2.88, 2.98], [2.16, 3.70, 0.15], [2.64, 5.02, 0.69], [1.89, 6.18, 0.49], [2.31, 7.39, 1.01], [3.49, 7.47, 1.74], [4.25, 6.32, 1.93], [3.83, 5.11, 1.41], [-0.01, 4.96, 2.17], [-1.20, 3.64, 2.37], [-1.01, 4.41, 0.80], [2.18, 3.90, 3.12], [2.70, 2.21, 2.97], [1.17, 2.60, 3.79], [1.69, 3.83, -0.82], [2.99, 3.01, 0.00], [0.98, 6.12, -0.09], [1.72, 8.28, 0.84], [3.82, 8.42, 2.14], [5.17, 6.37, 2.49], [4.42, 4.22, 1.57], [2.50, 0.58, -1.46], [1.60, 0.42, -0.79], [-0.57, -1.44, 2.81], [0.16, -0.24, 2.70], [-0.78, 0.71, 3.14], [1.23, -0.36, 3.82], [2.46, -0.09, 3.33], [1.30, -1.60, 4.34], [1.02, 0.48, 4.85]],
  "s2": 2.0087,
  "de_lowest_kcal_mol": 0.0,
  "multiplicity": 3
}

The calculation returns the following max |F| values, one per record and in order: 1.86, 5.81, 3.24, 0.77 eV/A.